<A>
Entry from the OMol25 dataset: a cluster of 2 separate species, C6H15N in total (ωB97M-V/def2-TZVPD).

Each line ends with the Löwdin charge.
Positions of all 22 atoms, in Å:
C: -1.551 0.318 -0.957  -0.263
N: -0.225 -0.313 -0.944  0.018
C: 0.832 0.504 -0.634  -0.351
C: 2.160 -0.271 -0.410  -0.225
C: 2.951 0.166 0.813  -0.142
C: -2.171 0.386 0.441  -0.248
C: -2.124 -1.014 1.148  -0.096
H: -2.235 -0.166 -1.665  0.113
H: -1.492 1.317 -1.343  0.094
H: 0.548 1.708 1.107  0.157
H: 1.024 1.414 -1.199  0.123
H: 0.213 0.471 0.360  0.072
H: 1.755 -1.261 -0.148  0.106
H: 2.645 -0.325 -1.387  0.113
H: 2.491 -0.071 1.777  0.068
H: 3.085 1.249 0.849  0.059
H: 3.936 -0.322 0.784  0.071
H: -1.443 0.968 1.032  0.042
H: -3.153 0.859 0.453  0.107
H: -2.565 -1.747 0.471  0.068
H: -1.075 -1.286 1.205  0.052
H: -2.670 -0.989 2.076  0.061

Values from the calculation:
Orbital gap in eV: 7.4
LUMO energy in eV: -0.6



<B>
Entry from the OMol25 dataset: the molecule C6H15N (ωB97M-V/def2-TZVPD).

Each line ends with the Löwdin charge.
Positions of all 22 atoms, in Å:
C: 3.022 0.998 -1.648  -0.121
C: 2.153 -0.059 -0.931  -0.284
C: 0.779 0.496 -0.700  -0.237
N: -0.109 -0.628 -0.088  -0.070
C: -0.831 -0.931 1.264  -0.205
C: -2.311 -0.798 1.002  -0.239
C: -2.697 0.762 1.156  -0.076
H: 3.975 1.312 -0.985  0.107
H: 2.490 1.934 -1.855  0.058
H: 3.533 0.590 -2.536  0.057
H: 2.516 -0.514 0.041  0.121
H: 1.875 -0.937 -1.543  0.102
H: 0.601 1.333 -0.013  0.116
H: 0.360 0.596 -1.672  0.094
H: -0.422 -1.128 -0.870  0.054
H: -0.486 -1.946 1.613  0.113
H: -0.548 -0.227 1.953  0.064
H: -2.870 -1.452 1.785  0.136
H: -2.413 -1.016 0.017  0.044
H: -2.526 0.851 2.230  0.061
H: -2.193 1.396 0.521  0.029
H: -3.814 0.796 1.070  0.075

Values from the calculation:
Structure (SMILES): CCCNCCC
Orbital gap in eV: 9.1
LUMO energy in eV: 1.2



Stability check: which of them is least stable? <A>.



<A>
Entry from the OMol25 dataset: a cluster of 2 separate species, C6H15N in total (ωB97M-V/def2-TZVPD).

Each line ends with the Löwdin charge.
Positions of all 22 atoms, in Å:
C: -0.302 -0.817 -0.369  0.088
C: -0.427 -1.532 1.665  -0.242
C: 0.642 -2.630 1.752  -0.123
C: 0.033 -0.198 0.905  -0.235
N: -0.874 1.649 -1.089  -0.156
C: -0.069 2.726 -0.614  -0.229
C: -0.279 1.259 -2.325  -0.301
H: -1.297 -0.610 -0.744  0.082
H: 0.464 -1.101 -1.082  0.091
H: -0.486 -1.162 2.701  0.110
H: -1.352 -2.063 1.474  0.109
H: 0.869 -3.057 0.775  0.064
H: 1.616 -2.248 2.052  0.072
H: 0.344 -3.434 2.416  0.070
H: -0.501 0.684 1.237  0.095
H: 1.044 0.137 1.038  0.108
H: 0.965 2.323 -0.559  0.074
H: -0.303 3.177 0.349  0.063
H: -0.010 3.532 -1.356  0.074
H: -0.792 0.556 -2.994  0.069
H: 0.687 0.703 -2.260  0.051
H: 0.028 2.104 -2.972  0.064

Values from the calculation:
Orbital gap in eV: 5.5
LUMO energy in eV: -1.0



<B>
Entry from the OMol25 dataset: the molecule C6H15N (ωB97M-V/def2-TZVPD).

Each line ends with the Löwdin charge.
Positions of all 22 atoms, in Å:
C: -0.061 -0.647 -2.760  -0.067
C: 0.070 -0.988 -1.182  -0.267
N: 0.022 0.186 -0.368  -0.216
C: -1.340 0.714 -0.292  -0.084
C: 0.617 0.034 0.958  -0.436
C: -0.211 -0.689 2.046  -0.066
C: 1.099 1.403 1.468  -0.065
H: -0.724 0.228 -2.855  0.048
H: -0.590 -1.526 -3.136  0.063
H: 0.875 -0.275 -3.163  0.060
H: 0.921 -1.647 -1.034  0.103
H: -0.811 -1.712 -1.008  0.118
H: -1.359 1.617 0.284  0.077
H: -1.925 0.040 0.370  0.076
H: -1.928 0.719 -1.226  0.087
H: 1.460 -0.638 0.789  0.124
H: -0.650 -1.562 1.543  0.083
H: -0.981 0.035 2.372  0.070
H: 0.287 -0.738 3.002  0.073
H: 1.327 2.112 0.668  0.079
H: 2.049 1.238 1.990  0.073
H: 0.459 1.844 2.231  0.068

Values from the calculation:
Structure (SMILES): CCN(C)C(C)C
Orbital gap in eV: 9.3
LUMO energy in eV: 1.1



<C>
Entry from the OMol25 dataset: the molecule C6H15N (ωB97M-V/def2-TZVPD).

Each line ends with the Löwdin charge.
Positions of all 22 atoms, in Å:
C: -2.264 0.735 -0.596  -0.125
C: -1.691 1.856 0.252  -0.243
C: -0.112 1.721 0.421  -0.242
N: 0.199 0.355 0.762  -0.098
C: 1.556 -0.032 0.268  -0.237
C: 1.702 -1.542 0.363  -0.248
C: 1.024 -2.399 -0.743  -0.118
H: -1.833 0.698 -1.583  0.066
H: -3.305 1.049 -0.779  0.071
H: -2.194 -0.207 -0.063  0.062
H: -2.136 1.750 1.248  0.097
H: -1.746 2.922 -0.040  0.102
H: 0.456 1.902 -0.491  0.102
H: 0.163 2.465 1.206  0.107
H: -0.185 -0.399 1.292  0.100
H: 1.583 0.267 -0.775  0.102
H: 2.319 0.437 0.887  0.106
H: 1.235 -1.931 1.277  0.102
H: 2.753 -1.811 0.167  0.104
H: 1.602 -3.286 -0.939  0.053
H: -0.024 -2.683 -0.455  0.076
H: 0.895 -1.867 -1.680  0.061

Values from the calculation:
Structure (SMILES): CCCNCCC
Orbital gap in eV: 9.2
LUMO energy in eV: 1.2



<D>
Entry from the OMol25 dataset: the molecule C6H15N (ωB97M-V/def2-TZVPD).

Each line ends with the Löwdin charge.
Positions of all 22 atoms, in Å:
C: -1.863 0.816 -2.181  -0.116
C: -1.251 -0.569 -2.039  -0.264
C: -0.220 -0.690 -0.937  -0.272
N: -0.755 -0.305 0.365  -0.080
C: 0.229 -0.433 1.424  -0.247
C: 1.216 0.769 1.432  -0.260
C: 2.601 0.375 1.892  -0.126
H: -2.737 0.926 -1.541  0.064
H: -1.219 1.659 -1.917  0.072
H: -2.224 0.970 -3.207  0.068
H: -2.028 -1.319 -1.902  0.100
H: -0.787 -0.917 -2.967  0.103
H: 0.572 0.030 -1.167  0.109
H: 0.225 -1.694 -0.961  0.114
H: -1.572 -0.879 0.544  0.110
H: 0.854 -1.324 1.295  0.104
H: -0.265 -0.382 2.394  0.115
H: 1.181 1.312 0.478  0.095
H: 0.806 1.571 2.069  0.103
H: 3.224 0.025 1.060  0.075
H: 2.573 -0.363 2.705  0.075
H: 3.192 1.179 2.306  0.058

Values from the calculation:
Structure (SMILES): CCCNCCC
Orbital gap in eV: 10.0
LUMO energy in eV: 1.2



Stability check: which of them is least stable? <A>.



<A>
Entry from the OMol25 dataset: the molecule C6H15N (ωB97M-V/def2-TZVPD).

Each line ends with the Löwdin charge.
Positions of all 22 atoms, in Å:
C: 1.621 2.049 -0.858  -0.101
C: 0.535 1.360 -0.067  -0.252
C: 0.198 -0.061 -0.517  -0.330
C: 1.286 -1.211 -0.330  -0.068
C: -1.208 -0.505 0.033  -0.469
C: -1.534 -0.237 1.512  -0.067
N: -1.625 -1.787 -0.390  0.015
H: 1.174 2.324 -1.806  0.075
H: 2.477 1.353 -1.012  0.071
H: 2.078 2.866 -0.269  0.080
H: -0.359 2.033 -0.180  0.128
H: 0.682 1.291 0.960  0.077
H: 0.121 -0.131 -1.485  0.062
H: 0.913 -2.274 -0.584  0.083
H: 2.201 -0.909 -0.999  0.086
H: 1.709 -1.217 0.753  0.087
H: -1.907 0.235 -0.519  0.152
H: -0.829 -0.864 2.085  0.075
H: -1.177 0.767 1.667  0.052
H: -2.435 -0.665 1.986  0.086
H: -1.328 -2.357 0.434  0.087
H: -2.592 -2.063 -0.414  0.071

Values from the calculation:
Structure (SMILES): CC[C@@H](C)[C@H](C)N
Orbital gap in eV: 10.3
LUMO energy in eV: 1.0



<B>
Entry from the OMol25 dataset: the molecule C6H15N (ωB97M-V/def2-TZVPD).

Each line ends with the Löwdin charge.
Positions of all 22 atoms, in Å:
C: -1.104 2.110 1.818  -0.114
C: -0.995 1.158 0.604  -0.250
C: -0.269 -0.151 0.884  -0.197
N: 0.679 -0.536 -0.167  -0.268
C: 2.055 -0.216 0.069  -0.105
C: 0.169 -0.676 -1.496  -0.266
C: -0.317 -2.125 -1.778  -0.081
H: -1.482 1.565 2.680  0.072
H: -0.195 2.708 1.917  0.070
H: -1.796 2.902 1.520  0.063
H: -2.019 1.075 0.220  0.100
H: -0.513 1.723 -0.201  0.106
H: 0.329 -0.030 1.796  0.111
H: -0.841 -1.053 1.133  0.113
H: 2.664 -0.791 -0.628  0.081
H: 2.456 -0.577 1.023  0.081
H: 2.255 0.866 -0.002  0.084
H: 1.002 -0.433 -2.157  0.107
H: -0.676 -0.048 -1.807  0.106
H: -0.806 -2.371 -0.829  0.062
H: -1.001 -2.175 -2.623  0.060
H: 0.403 -2.922 -1.979  0.064

Values from the calculation:
Structure (SMILES): CCCN(C)CC
Orbital gap in eV: 8.9
LUMO energy in eV: 1.1



<C>
Entry from the OMol25 dataset: a cluster of 2 separate species, C6H15N in total (ωB97M-V/def2-TZVPD).

Each line ends with the Löwdin charge.
Positions of all 22 atoms, in Å:
C: -1.007 0.438 2.666  0.035
C: -0.361 0.413 1.504  -0.417
C: 0.815 1.303 1.217  -0.049
N: -0.607 -0.521 0.474  -0.131
C: -1.569 -1.590 0.694  -0.103
H: -0.721 1.132 3.438  0.051
H: -1.746 -0.292 2.949  0.041
H: 0.980 1.995 2.038  0.075
H: 1.727 0.718 1.083  0.080
H: 0.639 1.869 0.303  0.077
H: 0.276 -0.898 0.079  0.116
H: -2.548 -1.166 0.915  0.086
H: -1.633 -2.173 -0.225  0.080
H: -1.267 -2.258 1.507  0.085
C: 0.267 -0.322 -2.316  -0.199
C: 1.483 0.601 -2.377  -0.191
H: -0.381 -0.216 -1.215  0.104
H: -0.331 -0.199 -3.222  0.050
H: 0.593 -1.364 -2.346  0.048
H: 1.176 1.640 -2.504  0.060
H: 2.066 0.541 -1.457  0.042
H: 2.150 0.349 -3.205  0.059

Values from the calculation:
Structure (SMILES): C=C(C)NC.CC
Orbital gap in eV: 9.2
LUMO energy in eV: 1.0



Stability check: which of them is least stable? <A>.



<A>
Entry from the OMol25 dataset: a structure of composition C6H15N (ωB97M-V/def2-TZVPD).

Each line ends with the Löwdin charge.
Positions of all 22 atoms, in Å:
C: -0.504 2.819 0.595  -0.216
C: -1.883 3.057 0.019  -0.111
C: 0.506 2.451 -0.348  0.024
N: -0.353 -0.411 0.914  0.028
C: 0.887 -0.736 0.887  -0.432
C: 1.526 -1.919 0.256  -0.309
C: 0.688 -2.471 -0.884  -0.169
H: -0.118 1.645 0.517  0.105
H: -0.314 3.619 1.321  0.137
H: -2.160 2.209 -0.595  0.065
H: -1.967 4.020 -0.686  0.134
H: -2.773 2.981 0.693  0.084
H: 0.394 2.461 -1.367  0.068
H: 1.487 2.619 -0.020  0.071
H: -1.834 -4.919 0.059  0.010
H: 1.476 -0.457 1.754  0.074
H: -1.155 -5.296 0.005  0.007
H: 2.035 -2.573 0.982  0.104
H: 2.399 -1.398 -0.253  0.107
H: 1.046 -3.456 -1.276  0.057
H: -0.489 -2.328 -0.784  0.091
H: 1.107 -1.918 -1.790  0.071

Values from the calculation:
Orbital gap in eV: 4.9
LUMO energy in eV: -1.3



<B>
Entry from the OMol25 dataset: the molecule C6H15N (ωB97M-V/def2-TZVPD).

Each line ends with the Löwdin charge.
Positions of all 22 atoms, in Å:
C: -1.313 -0.950 -2.631  -0.148
C: -0.329 0.124 -2.514  -0.242
C: 0.424 0.380 -1.082  -0.226
C: -0.133 -0.322 0.046  -0.255
C: 0.814 -0.388 1.259  -0.243
N: 1.069 0.844 2.122  -0.168
C: 0.196 0.743 3.331  -0.176
H: -2.181 -0.652 -2.159  0.044
H: -1.061 -1.811 -2.067  0.048
H: -1.545 -1.113 -3.753  0.118
H: 0.485 -0.094 -3.285  0.117
H: -0.662 1.056 -2.871  0.073
H: 1.385 0.106 -1.247  0.060
H: 0.468 1.506 -0.848  0.132
H: -0.215 -1.406 -0.392  0.132
H: -1.172 0.020 0.386  0.141
H: 1.934 -0.797 1.017  0.151
H: 0.572 -1.124 2.002  0.074
H: 1.170 1.817 1.734  0.108
H: -0.879 0.516 2.993  0.079
H: 0.565 -0.152 3.906  0.064
H: 0.406 1.697 4.053  0.116

Values from the calculation:
Structure (SMILES): CCCCCNC
Orbital gap in eV: 9.5
LUMO energy in eV: 1.1



Stability check: which of them is least stable? <A>.



<A>
Entry from the OMol25 dataset: the molecule H5NOSi (ωB97M-V/def2-TZVPD).

Each line ends with the Löwdin charge.
Positions of all 8 atoms, in Å:
N: 1.032 -0.887 0.193  -0.128
Si: -0.232 0.310 0.050  0.368
O: -1.590 -0.595 0.166  -0.234
H: 1.313 -0.717 1.193  0.030
H: 1.876 -0.824 -0.439  0.048
H: -0.338 1.567 0.774  -0.066
H: -0.577 0.971 -1.433  -0.029
H: -1.704 -1.509 0.169  0.011

Values from the calculation:
Structure (SMILES): N[SiH2]O
Orbital gap in eV: 10.7
LUMO energy in eV: 0.7



<B>
Entry from the OMol25 dataset: a structure of composition H5NOSi (ωB97M-V/def2-TZVPD).

Each line ends with the Löwdin charge.
Positions of all 8 atoms, in Å:
N: 0.894 -0.679 1.165  -0.222
O: -0.010 0.517 -1.858  -0.214
Si: -0.603 0.335 -0.359  0.654
H: 0.438 -1.514 1.669  -0.041
H: 1.019 0.129 1.853  -0.059
H: 0.777 0.580 -2.282  -0.001
H: -1.687 -0.736 -0.754  -0.024
H: -0.827 1.368 0.566  -0.094

Values from the calculation:
Orbital gap in eV: 9.3
LUMO energy in eV: 0.6



Stability check: which of them is least stable? <B>.



<A>
Entry from the OMol25 dataset: the molecule C4H3N (ωB97M-V/def2-TZVPD).

Each line ends with the Löwdin charge.
Positions of all 8 atoms, in Å:
C: 1.386 0.440 0.375  -0.126
C: 0.453 -0.263 -0.662  -0.309
C: 1.873 -0.742 0.086  0.050
C: -0.822 -0.276 -0.233  -0.136
N: -1.859 -0.505 0.309  0.212
H: 0.960 1.166 1.003  0.072
H: 0.467 0.067 -1.744  0.128
H: -2.457 0.112 0.866  0.107

Values from the calculation:
Orbital gap in eV: 9.3
LUMO energy in eV: 0.5



<B>
Entry from the OMol25 dataset: the molecule C4H3N (ωB97M-V/def2-TZVPD).

Each line ends with the Löwdin charge.
Positions of all 8 atoms, in Å:
C: 0.213 -0.222 1.446  -0.081
C: 0.134 -0.382 0.003  -0.051
C: -0.012 -0.252 -1.188  -0.033
C: -0.337 0.329 -2.397  -0.247
N: -0.655 0.962 -3.315  0.148
H: 0.616 -1.079 1.990  0.082
H: -0.797 -0.009 1.815  0.091
H: 0.839 0.654 1.646  0.091

Values from the calculation:
Structure (SMILES): CC#CC#N
Orbital gap in eV: 11.1
LUMO energy in eV: 0.6



Stability check: which of them is least stable? <A>.